1.
C38H31AsF7N10OTi as an isolated structure in a non-equilibrium geometry. Source: OMol25; level of theory: wB97M-V/def2-TZVPD.

```
89
Properties=species:S:1:pos:R:3:lowdin_spin:R:1
H 1.9803 -1.0052 1.8853 0.0013
H 3.2935 2.9804 5.6137 0.0000
H 0.0008 -4.1349 -0.1520 0.0005
H -1.1339 3.8880 -5.1877 0.0000
N 3.0343 4.8005 0.8875 0.0000
C -1.0231 1.6967 4.3879 0.0001
H -3.3238 -3.6150 -3.7646 0.0000
N -1.6091 0.0401 1.2615 0.0006
F -1.1338 -4.7886 -4.4479 -0.0010
C 2.7502 3.6351 3.6523 0.0000
H 3.8118 -5.1723 -1.1949 0.0000
C -0.8214 0.3660 2.2702 0.0011
C 2.8748 -3.4874 -0.2621 0.0004
H -1.7959 2.4081 4.6751 0.0000
C -1.9147 -3.3451 -0.6761 0.0059
C -0.5862 4.0863 -4.2743 0.0000
C 0.3002 2.3889 4.1477 0.0000
F -0.4065 -1.3650 -2.6530 0.0020
C -3.5461 -2.8423 1.0844 0.0282
N -2.4573 0.2339 -1.6009 0.0070
H -4.4130 -3.2130 3.0289 -0.0006
H 2.5619 4.7559 -3.1957 0.0000
H -3.4695 -0.8266 -3.1782 0.0001
H 2.1208 -0.7300 0.1550 -0.0001
H -0.2464 3.0794 2.1912 0.0000
H 1.2667 4.4365 -5.2880 0.0000
C -1.3595 -2.9839 1.7641 0.0079
C 1.8640 -1.4797 0.8971 0.0080
H -1.8472 -3.3187 3.8693 0.0018
C -2.8595 -3.2140 -1.7055 -0.0003
H -1.6825 2.0333 -0.7461 0.0004
C 3.8151 -4.5036 -0.3428 0.0000
C -1.2351 4.0075 -3.0501 0.0001
As 0.9338 -0.2098 -2.9404 -0.0002
H -3.8055 -2.7277 -1.5155 0.0005
O 1.0472 4.0171 0.4114 0.0000
C 1.7492 3.6500 2.6855 0.0000
N -3.3448 1.2528 -3.3933 0.0011
C -1.3823 -4.3206 -3.2111 -0.0032
C -2.8155 0.5665 1.6180 0.0014
N 2.7735 5.0575 -0.4435 0.0000
N -2.8015 1.1828 2.7755 -0.0006
H 5.5046 -5.4475 0.5909 0.0000
C 1.3051 2.3657 5.1047 0.0000
F -0.2124 0.9152 -3.5478 -0.0002
C -0.6989 -3.9675 -0.9510 -0.0047
C 1.9915 4.2112 1.3605 0.0000
C -2.2365 1.5369 -1.5239 0.0060
H 0.2223 0.1192 2.3640 0.0001
F 2.1702 0.9654 -3.0111 -0.0001
C -0.4353 -4.4598 -2.2293 0.0007
C 0.8527 4.4908 -1.9387 0.0000
H 0.5069 -4.9427 -2.4522 0.0002
C 3.8300 -2.7670 1.8091 0.0003
H -3.2120 4.1687 -2.2090 0.0000
H 0.6536 -2.9228 2.5409 0.0030
Ti -0.9153 -1.1223 -0.4641 0.7877
C -2.6005 -3.7067 -2.9651 0.0010
C 1.4961 4.5736 -3.1678 0.0000
H -3.1896 3.6523 -3.9004 0.0000
C -0.5141 4.2396 -1.8892 0.0000
C 2.5166 3.0034 4.8611 0.0000
N -2.7735 2.1561 -2.5699 0.0016
N -1.5151 1.0514 3.1745 0.0006
H -3.7031 0.4687 1.0175 0.0004
C 4.7688 -4.6565 0.6564 -0.0001
H 1.1489 1.8414 6.0401 0.0000
C -2.6761 3.5709 -2.9469 0.0001
N 0.4595 -1.8769 0.7221 0.0439
C 4.7764 -3.7820 1.7315 0.0000
C 0.7678 4.3868 -4.3297 0.0000
C -2.1860 -3.2242 2.8503 0.0280
N -2.2021 -2.7829 0.6140 0.0112
H -0.9330 0.9589 5.1852 0.0000
C 2.8669 -2.6122 0.8190 0.0012
C 0.0059 -2.6685 1.7059 0.0343
C 1.6023 4.5787 -0.6903 0.0000
H -4.3769 -2.7918 0.4064 0.0018
C -3.5341 -3.1167 2.4106 0.0013
C 0.5251 3.0519 2.9501 0.0000
H 5.5174 -3.8896 2.5138 0.0000
H 3.7028 4.0985 3.4322 0.0000
F 1.9996 -1.3579 -2.2409 0.0008
F 0.5074 0.3621 -1.2697 0.0154
H 3.8364 -2.0914 2.6573 0.0001
H 2.1594 -3.3441 -1.0595 0.0002
C -3.1404 0.1154 -2.7747 0.0028
F 1.2079 -0.8400 -4.4989 -0.0001
H -1.0108 4.2081 -0.9260 0.0000
```

The multiplicity is 2. The net charge is 0. The HOMO energy (alpha / beta) is -5.04 / -4.96 eV. The value obtained for the energy above the lowest of the compared OMol25 structures with the same formula, charge and spin is 0.0123 eV. For the HOMO-LUMO gap (alpha / beta), the calculation gives 4.7174 / 4.6374 eV. Its total energy is -5873.9271 hartree.

2.
C38H31AsF7N10OTi as an isolated structure in a non-equilibrium geometry. Source: OMol25; level of theory: wB97M-V/def2-TZVPD.

```
89
Properties=species:S:1:pos:R:3:lowdin_spin:R:1
C -4.2343 1.2321 -6.7687 0.0000
Ti 0.1076 0.1390 0.1904 1.6397
H 3.9401 5.1750 -6.1845 0.0000
H -2.0563 -2.8722 1.5537 0.0177
C 1.0742 -0.9526 4.1723 0.0030
C 3.0713 4.9234 -5.5908 0.0000
F 3.8325 -0.4531 2.1394 0.0000
C -5.3950 -2.6852 3.4030 0.0005
H -1.2933 1.6358 2.5760 0.0064
N -0.6942 3.5998 -7.3253 0.0000
C -4.5174 0.5752 -4.0712 0.0004
F 4.0885 -1.1652 -0.2077 0.0010
C 3.1432 4.9982 -4.2078 0.0000
H 3.1694 4.8620 -1.6249 0.0002
C 2.1254 4.9184 -1.9370 0.0004
C 0.8608 4.2918 -4.0452 0.0001
H 1.0969 -1.5408 -2.6144 0.0128
H -0.9541 -4.6657 -0.4588 0.0081
C 1.0688 0.3628 4.5955 0.0306
C 0.4960 -2.0894 -1.9049 0.1910
H 0.2067 -2.3679 2.8185 0.0063
C -2.1945 2.5198 -6.2455 0.0000
C -3.9278 -1.8367 5.0986 0.0007
C -3.4641 1.3694 -4.4845 0.0001
F 2.1343 0.2171 -0.8601 0.0160
C -0.6054 0.9132 2.9965 0.0421
H 1.8429 4.4193 -7.2875 0.0000
C -0.3797 3.6187 -6.0698 0.0000
F 3.9900 1.2706 0.3335 0.0006
N -1.8582 2.8955 -7.4382 0.0000
C -5.2853 0.4374 -6.3492 0.0001
C 0.4688 3.3014 0.6304 0.0104
F 1.8784 0.9020 1.5361 0.0114
C 0.2241 1.3000 4.0348 0.0033
N 1.3599 3.9908 -1.1200 0.0050
C 2.0313 4.7040 -3.4260 0.0001
F 1.8772 -1.4203 0.9216 0.0056
H -2.4071 -0.4843 4.4513 0.0003
H 1.7567 5.9103 -1.6757 0.0000
C -5.0076 -2.6269 4.7323 0.0002
H 1.2150 2.1604 -2.2169 0.0017
C -0.7567 -2.4656 -0.1293 0.0541
N -3.6237 1.7460 -1.0687 0.0014
C 0.8055 4.1628 -5.4343 0.0000
H 4.0703 5.2921 -3.7308 0.0000
O -1.2977 2.9539 -5.3239 0.0000
C -3.2390 -1.1023 4.1445 0.0007
H -2.1455 2.5934 0.1335 0.0020
H -0.0251 4.0653 -3.4650 0.0001
H -6.2607 -0.5126 -4.6902 0.0000
H 0.0820 3.2722 1.6339 0.0011
H -2.7366 1.7428 -3.7765 0.0001
H -5.5454 -3.1945 5.4807 0.0000
C -3.3170 1.7020 -5.8320 0.0001
H -6.2391 -3.2952 3.1074 0.0000
C 1.0389 2.7065 -1.3065 0.0145
C -2.4406 1.7839 -0.5108 0.0173
C -4.7152 0.2305 -2.6085 0.0008
C -3.6166 -1.1602 2.8037 0.0014
C -1.4737 -2.1390 1.0100 0.3642
H -3.6217 -1.7843 6.1357 0.0000
C 1.9096 4.5071 -6.2117 0.0000
N -0.0904 -1.4813 -0.8490 0.0622
N -3.5947 0.6048 -1.7753 0.0089
H -4.9002 -0.8377 -2.4926 0.0002
C -2.9090 -0.3635 1.7248 0.0226
H -5.5733 0.7788 -2.2228 0.0001
As 3.0345 -0.1307 0.6558 0.0019
H -2.9501 0.6953 1.9736 0.0032
H -3.4527 -0.5022 0.7909 0.0032
H -4.1002 1.4939 -7.8094 0.0000
N -1.5051 -0.7710 1.4656 0.0553
H 0.5437 -4.1722 -2.6458 -0.0004
C 0.2263 -1.3402 3.1510 0.0421
H 1.7251 -1.6680 4.6557 -0.0003
C -5.4304 0.1063 -5.0098 0.0001
H -4.9963 -2.0097 1.4065 0.0006
C -0.5940 -0.4043 2.5137 0.0257
N 0.9937 4.3812 0.1129 -0.0001
N -1.6431 0.7197 -0.8206 0.0243
F 1.8921 0.7368 5.5916 0.0085
C -2.4054 0.0015 -1.6320 0.0222
C 0.2090 -3.4572 -1.9105 0.0538
H -2.1289 -0.9246 -2.1097 0.0006
H 0.2253 2.3175 4.4023 -0.0005
C -0.5759 -3.7120 -0.7920 0.1722
H -5.9990 0.0627 -7.0710 0.0000
N 0.4578 2.2329 -0.2145 0.0190
C -4.7010 -1.9565 2.4487 0.0010
```

The multiplicity is 4. The net charge is 0. The HOMO energy (alpha / beta) is -5.73 / -8.39 eV. The value obtained for the energy above the lowest of the compared OMol25 structures with the same formula, charge and spin is 0.0000 eV. For the HOMO-LUMO gap (alpha / beta), the calculation gives 5.2592 / 7.9135 eV. Its total energy is -5873.9248 hartree.